Entry 1:
ORCA calculation (ωB97M-V/def2-TZVPD) on a molecular structure, C37H47F6N4PSbZn.

Structure (XYZ):
```
97
Properties=species:S:1:pos:R:3:forces:R:3:lowdin_spin:R:1
Zn 0.058 1.460 0.093 -0.18 -0.10 0.03 0.00
C -5.261 5.810 1.104 0.02 -0.03 0.00 0.00
C -5.286 4.876 -0.118 0.03 -0.01 0.02 0.00
C -5.356 5.701 -1.413 0.01 0.00 -0.01 0.00
C -6.520 3.978 -0.036 0.05 -0.04 0.03 0.00
C -3.993 4.072 -0.135 -0.04 0.04 -0.01 0.00
C -2.764 4.715 -0.264 -0.08 0.00 0.02 0.00
C -1.601 3.981 -0.309 0.12 0.01 -0.13 0.00
N -1.583 2.644 -0.228 -0.30 0.01 -0.01 0.00
C -2.754 2.002 -0.091 0.15 -0.02 0.03 0.00
C -3.957 2.682 -0.033 -0.06 -0.07 -0.01 0.00
C -2.662 0.515 0.024 0.02 0.03 0.02 0.00
C -3.766 -0.311 -0.052 -0.06 -0.02 -0.04 0.00
C -3.644 -1.693 0.109 0.00 0.02 0.05 0.00
C -2.358 -2.181 0.325 -0.06 -0.10 -0.04 0.00
C -1.295 -1.305 0.357 0.20 0.03 0.08 0.00
N -1.427 0.012 0.213 -0.12 0.21 -0.03 0.00
C -4.880 -2.579 0.082 -0.04 0.01 -0.01 0.00
C -5.676 -2.309 -1.205 0.05 0.02 -0.02 0.00
C -4.519 -4.064 0.138 0.00 0.02 0.00 0.00
C -5.742 -2.226 1.307 0.02 -0.02 0.01 0.00
H -6.198 6.366 1.158 0.03 0.00 -0.01 0.00
H -4.444 6.531 1.046 -0.03 -0.02 0.00 0.00
H -5.149 5.239 2.028 -0.02 0.04 -0.02 0.00
H -6.306 6.236 -1.455 0.04 -0.01 0.01 0.00
H -5.289 5.057 -2.293 -0.03 0.03 0.02 0.00
H -4.556 6.441 -1.471 -0.03 -0.03 0.00 0.00
H -7.417 4.597 -0.062 0.02 -0.02 0.00 0.00
H -6.544 3.408 0.897 -0.02 0.01 -0.05 0.00
H -6.573 3.287 -0.882 -0.02 0.02 0.04 0.00
H -2.699 5.793 -0.327 0.01 -0.02 -0.04 0.00
H -0.655 4.485 -0.447 0.02 -0.06 0.03 0.00
H -4.873 2.131 0.112 0.01 0.02 -0.04 0.00
H -4.737 0.117 -0.251 0.01 0.00 0.05 0.00
H -2.172 -3.237 0.463 0.00 0.05 0.00 0.00
H -0.288 -1.663 0.529 0.01 0.01 -0.02 0.00
H -5.052 -2.448 -2.091 -0.04 -0.01 0.02 0.00
H -6.089 -1.298 -1.230 0.01 -0.04 -0.01 0.00
H -6.512 -3.006 -1.267 0.01 0.03 0.01 0.00
H -3.917 -4.365 -0.723 -0.01 -0.01 0.04 0.00
H -5.435 -4.655 0.125 0.03 0.01 -0.01 0.00
H -3.984 -4.319 1.056 -0.02 0.00 -0.04 0.00
H -5.996 -1.165 1.330 -0.01 -0.04 0.00 0.00
H -5.225 -2.477 2.236 -0.02 0.03 -0.03 0.00
H -6.673 -2.795 1.272 0.03 0.02 0.01 0.00
N 1.735 0.287 0.008 -0.06 -0.17 -0.11 0.06
C 2.896 0.416 0.084 0.49 0.18 0.12 0.03
N 4.174 0.525 0.150 -0.16 -0.28 -0.17 0.00
C 4.962 1.161 -0.941 0.06 0.06 0.05 0.00
C 5.886 2.227 -0.370 0.03 0.04 0.19 0.00
C 6.728 1.689 0.789 -0.14 0.01 -0.04 0.00
C 5.817 1.124 1.879 0.05 0.10 -0.01 0.00
C 4.947 0.017 1.311 -0.01 0.08 0.03 0.00
H 4.272 1.591 -1.664 -0.07 -0.04 0.01 0.00
H 5.540 0.366 -1.422 -0.03 -0.03 -0.01 0.00
H 5.284 3.069 -0.022 0.17 -0.17 -0.10 0.00
H 6.517 2.588 -1.183 0.01 0.00 0.01 0.00
H 7.333 2.497 1.199 0.06 -0.04 -0.02 0.00
H 7.415 0.911 0.436 0.00 0.03 0.02 0.00
H 5.178 1.918 2.273 0.12 -0.13 0.02 0.00
H 6.394 0.715 2.710 0.03 -0.02 -0.03 0.00
H 4.253 -0.380 2.051 -0.07 0.02 -0.05 0.00
H 5.575 -0.797 0.937 -0.04 -0.07 0.01 0.00
F 0.802 2.699 1.532 -0.21 0.34 -0.10 0.00
Sb 2.101 3.947 0.671 -0.03 -0.41 -0.21 0.00
F 1.316 2.911 -0.821 0.10 -0.04 0.16 0.00
F 1.330 5.426 -0.159 -0.50 0.04 -0.04 0.00
F 3.516 4.117 -0.546 0.16 0.47 0.08 0.00
F 1.883 4.897 2.245 0.37 0.27 0.19 0.00
F 3.320 2.799 1.529 -0.09 -0.16 0.09 0.00
C 1.344 -2.728 -2.374 -0.03 0.25 -0.01 0.07
P 2.400 -2.570 -0.921 0.12 -0.59 -0.13 0.47
C 1.805 -3.620 0.398 -0.09 0.15 0.08 0.06
C 1.662 -3.107 1.688 -0.01 0.00 0.00 0.01
C 1.192 -3.926 2.704 0.01 -0.02 0.01 0.00
C 0.871 -5.250 2.431 0.00 0.04 -0.03 0.00
C 1.025 -5.764 1.147 0.00 -0.01 0.00 0.00
C 1.489 -4.954 0.123 -0.02 -0.02 0.04 0.02
C 4.061 -2.993 -1.322 0.04 0.24 0.05 0.07
C 4.859 -3.646 -0.367 0.04 -0.01 -0.04 0.06
C 6.161 -3.980 -0.687 0.03 0.03 0.01 0.00
C 6.685 -3.632 -1.930 -0.04 0.00 0.03 0.08
C 5.907 -2.955 -2.867 0.04 0.02 0.00 0.00
C 4.603 -2.618 -2.565 0.01 -0.04 0.01 0.05
H 1.651 -2.023 -3.146 -0.01 -0.02 -0.01 0.00
H 0.318 -2.507 -2.084 -0.01 -0.03 -0.01 0.00
H 1.415 -3.744 -2.766 -0.01 -0.02 0.01 0.02
H 1.907 -2.070 1.894 -0.01 -0.04 -0.01 0.00
H 1.076 -3.532 3.705 0.00 -0.02 -0.03 0.00
H 0.498 -5.887 3.223 0.03 0.01 -0.02 0.00
H 0.788 -6.800 0.943 -0.01 0.02 0.01 0.00
H 1.616 -5.365 -0.872 -0.01 0.02 0.04 0.00
H 4.449 -3.911 0.600 0.00 -0.02 -0.04 0.00
H 6.772 -4.515 0.029 -0.01 0.04 -0.02 0.00
H 7.710 -3.884 -2.168 -0.02 -0.02 -0.01 0.00
H 6.324 -2.694 -3.830 -0.01 0.01 0.02 0.00
H 4.004 -2.082 -3.291 0.01 -0.03 0.01 0.00
```
Forces are in eV/Å.

Results
- Energy above the lowest of the compared OMol25 structures with the same formula, charge and spin: 0.993 eV
- Orbital gap (alpha / beta): 0.332 / 0.228 Ha
- 2S+1: 2
- F_max: 0.611 eV/A
- Total charge: +2
- Energy: -125633.5767 eV



Entry 2:
ORCA calculation (ωB97M-V/def2-TZVPD) on a molecular structure, C37H47IrNO2.

Structure (XYZ):
```
88
Properties=species:S:1:pos:R:3:forces:R:3:lowdin_spin:R:1
Ir -0.134 0.675 0.370 0.07 0.12 -0.21 0.88
C 3.686 -3.954 -4.445 -0.01 -0.03 0.00 0.00
C 3.414 -4.212 -2.955 -0.01 0.01 0.00 0.00
C 2.935 -5.659 -2.761 0.01 -0.01 0.02 0.00
C 4.718 -4.028 -2.179 0.00 0.02 -0.01 0.00
C 2.332 -3.251 -2.484 -0.02 0.01 -0.08 -0.01
C 2.563 -2.264 -1.601 -0.07 0.04 0.05 0.00
C 1.476 -1.403 -1.196 0.00 0.04 -0.15 0.00
N 1.532 -0.372 -0.413 0.05 -0.24 0.42 0.02
C 2.651 -0.019 0.371 -0.08 0.07 -0.09 0.00
C 3.959 0.083 -0.086 0.01 -0.09 0.03 0.00
C 4.971 0.415 0.794 0.00 0.01 -0.03 0.00
C 4.618 0.621 2.134 -0.01 0.01 0.02 0.00
C 3.322 0.553 2.627 0.01 -0.01 0.02 0.00
C 2.284 0.250 1.716 0.06 -0.04 -0.07 0.01
O 1.013 0.187 2.057 -0.01 0.23 -0.09 0.02
C 2.993 0.828 4.095 -0.01 0.01 -0.01 0.00
C 2.062 2.048 4.194 0.00 0.00 -0.01 0.00
C 4.247 1.126 4.917 0.01 0.00 0.00 0.00
C 2.308 -0.402 4.710 0.01 0.00 0.00 0.00
C 6.401 0.576 0.277 0.00 0.00 0.00 0.00
C 6.829 -0.698 -0.466 0.00 -0.01 0.00 0.00
C 7.400 0.824 1.407 0.00 0.00 0.01 0.00
C 6.460 1.766 -0.691 0.00 0.00 0.00 0.00
C 0.085 -1.780 -1.578 0.08 0.01 -0.02 0.00
O -0.841 -1.343 -0.897 -0.02 0.04 0.11 0.06
C -0.097 -2.715 -2.695 -0.01 0.01 0.04 0.00
C 0.998 -3.402 -3.069 0.08 0.04 -0.05 0.00
C -1.481 -2.916 -3.294 -0.01 -0.01 0.01 0.00
C -2.366 -3.670 -2.288 -0.02 0.02 0.00 0.00
C -2.111 -1.553 -3.620 0.01 0.03 -0.02 0.00
C -1.409 -3.730 -4.588 0.00 -0.01 0.01 0.00
H 4.465 -4.631 -4.802 0.00 0.00 0.00 0.00
H 2.798 -4.119 -5.057 0.00 0.00 0.00 0.00
H 4.024 -2.928 -4.604 0.00 0.00 0.00 0.00
H 3.718 -6.349 -3.081 0.00 0.00 0.00 0.00
H 2.715 -5.858 -1.711 0.00 0.00 0.00 0.00
H 2.042 -5.883 -3.344 0.00 0.00 0.01 0.00
H 5.436 -4.787 -2.494 0.00 0.01 -0.01 0.00
H 5.168 -3.051 -2.367 -0.01 0.01 0.01 0.00
H 4.565 -4.136 -1.104 0.01 -0.02 0.00 0.00
H 3.536 -2.105 -1.167 0.02 -0.01 0.03 0.00
H 4.160 -0.054 -1.142 0.00 0.03 -0.01 0.00
H 5.403 0.875 2.829 0.00 -0.01 0.00 0.00
H 2.547 2.933 3.775 0.00 0.00 0.01 0.00
H 1.128 1.881 3.660 0.00 0.00 0.01 0.00
H 1.833 2.252 5.243 0.00 0.00 0.00 0.00
H 4.763 2.023 4.566 0.00 0.00 0.00 0.00
H 3.957 1.298 5.955 0.00 0.00 0.00 0.00
H 4.952 0.291 4.903 0.00 0.00 0.00 0.00
H 1.381 -0.636 4.192 0.00 0.00 0.00 0.00
H 2.968 -1.271 4.660 0.00 0.00 0.00 0.00
H 2.081 -0.209 5.761 0.00 0.00 -0.01 0.00
H 6.741 -1.573 0.182 0.01 0.00 0.00 0.00
H 6.216 -0.871 -1.354 -0.01 -0.01 0.01 0.00
H 7.867 -0.617 -0.795 -0.01 0.00 -0.01 0.00
H 7.396 0.009 2.134 0.00 0.00 0.00 0.00
H 8.407 0.899 0.992 0.00 0.00 0.00 0.00
H 7.190 1.756 1.934 0.00 0.00 0.00 0.00
H 5.784 1.623 -1.537 0.00 0.00 0.00 0.00
H 6.172 2.688 -0.185 0.00 0.00 0.00 0.00
H 7.472 1.889 -1.084 0.00 0.00 0.00 0.00
H 0.898 -4.139 -3.854 0.00 0.00 0.00 0.00
H -2.450 -3.127 -1.349 -0.01 0.00 0.00 0.00
H -3.368 -3.795 -2.703 0.01 -0.01 -0.01 0.00
H -1.956 -4.661 -2.084 0.00 0.00 0.00 0.00
H -2.261 -0.953 -2.724 0.00 -0.01 -0.02 0.00
H -1.484 -0.993 -4.318 0.00 0.00 0.00 0.00
H -3.082 -1.707 -4.092 0.00 0.00 0.00 0.00
H -1.103 -4.762 -4.405 0.02 0.01 0.00 0.00
H -2.398 -3.761 -5.045 0.00 -0.01 0.01 0.00
H -0.720 -3.282 -5.308 -0.02 0.01 -0.01 0.00
C -0.746 1.508 -1.167 -0.05 -0.16 -0.17 -0.10
H -1.639 2.125 -1.273 0.17 0.25 0.13 0.00
H -0.167 1.452 -2.098 -0.09 -0.10 -0.04 0.00
C -1.306 1.924 1.329 -0.15 -0.26 0.22 -0.01
C -1.902 2.778 1.958 -0.02 0.06 -0.06 0.08
C -2.593 3.788 2.702 0.01 -0.03 0.00 0.01
C -3.011 3.542 4.013 0.01 0.00 0.01 0.01
C -3.681 4.519 4.732 0.00 0.00 0.00 0.00
C -3.937 5.758 4.158 0.00 0.00 0.00 0.02
C -3.522 6.013 2.858 0.00 -0.01 0.00 0.00
C -2.859 5.037 2.133 -0.01 0.00 0.00 0.01
H -2.803 2.578 4.456 0.00 0.00 0.00 0.00
H -4.001 4.315 5.745 0.00 0.00 0.00 0.00
H -4.457 6.521 4.723 0.00 0.00 0.00 0.00
H -3.719 6.977 2.406 0.00 0.00 0.00 0.00
H -2.535 5.230 1.119 0.00 0.00 0.00 0.00
```
Forces are in eV/Å.

Results
- Energy above the lowest of the compared OMol25 structures with the same formula, charge and spin: 1.251 eV
- Orbital gap (alpha / beta): 0.208 / 0.206 Ha
- 2S+1: 2
- F_max: 0.488 eV/A
- Total charge: 0
- Energy: -47552.4640 eV



Entry 3:
ORCA calculation (ωB97M-V/def2-TZVPD) on a molecular structure, C37H48BCrIN6O4S3Si.

Structure (XYZ):
```
102
Properties=species:S:1:pos:R:3:forces:R:3:lowdin_spin:R:1
Cr -0.472 -0.020 -0.183 -0.21 0.14 0.01 2.98
N 3.957 -1.175 1.991 0.03 -0.02 -0.03 0.00
C 4.018 -0.420 0.851 -0.17 0.00 0.00 0.00
N 3.034 0.293 0.424 -0.01 -0.06 0.08 0.00
C 3.360 1.004 -0.692 -0.05 0.12 0.02 0.00
C 4.636 0.844 -1.138 -0.03 -0.06 -0.06 0.00
S 5.475 -0.253 -0.097 0.08 0.05 0.00 0.00
C 2.344 1.929 -1.221 0.02 -0.03 -0.01 0.00
C 2.604 2.859 -2.169 0.00 -0.02 0.02 0.00
S 1.256 3.921 -2.336 0.02 0.03 -0.08 0.00
C 0.423 3.016 -1.102 -0.03 -0.14 0.01 0.00
N 1.077 1.975 -0.653 0.10 0.02 0.03 0.00
N -0.763 3.444 -0.639 0.03 0.13 0.00 0.00
H 3.013 -1.243 2.366 0.05 0.00 0.04 0.00
H 4.452 -2.050 1.972 -0.01 -0.01 0.00 0.00
H 5.122 1.294 -1.988 -0.01 -0.03 -0.01 0.00
H 3.522 3.013 -2.709 -0.01 0.02 0.00 0.00
H -1.312 4.007 -1.264 -0.04 0.00 -0.04 0.00
H -1.289 2.771 -0.071 -0.04 -0.08 -0.02 0.00
C -4.779 -0.979 1.259 -0.06 0.03 -0.02 0.00
C -4.021 -2.277 1.570 -0.01 0.00 -0.04 0.00
C -3.226 -2.056 2.862 0.01 0.00 0.02 0.00
C -5.049 -3.389 1.797 -0.02 0.02 0.02 0.00
Si -2.766 -2.647 0.175 -0.07 0.02 0.05 0.01
O -1.733 -1.456 0.040 0.02 -0.24 -0.01 0.03
C -3.732 -2.995 -1.434 -0.05 0.03 0.01 0.00
C -3.599 -4.177 -2.167 0.07 -0.03 -0.02 0.00
C -4.304 -4.394 -3.346 0.01 0.00 0.02 0.00
C -5.176 -3.427 -3.823 -0.01 0.01 0.00 0.00
C -5.324 -2.240 -3.117 0.00 -0.02 -0.01 0.00
C -4.608 -2.032 -1.947 -0.01 -0.02 -0.05 0.00
C -1.958 -4.331 0.600 0.09 0.05 -0.06 0.00
C -0.590 -4.425 0.872 0.00 -0.05 -0.02 0.00
C -0.008 -5.616 1.295 0.04 0.00 -0.07 0.00
C -0.773 -6.765 1.415 0.02 -0.01 -0.01 0.00
C -2.123 -6.716 1.094 -0.02 0.02 0.00 0.00
C -2.698 -5.516 0.697 -0.06 0.00 0.05 0.00
H -5.311 -0.639 2.156 0.03 0.01 0.00 0.00
H -5.527 -1.128 0.475 0.00 -0.02 0.03 0.00
H -4.105 -0.176 0.956 0.01 0.00 -0.01 0.00
H -3.916 -1.866 3.694 0.01 0.00 -0.01 0.00
H -2.566 -1.190 2.784 0.00 -0.02 -0.01 0.00
H -2.616 -2.928 3.123 0.00 0.00 -0.01 0.00
H -5.801 -3.046 2.520 0.00 0.00 -0.01 0.00
H -4.591 -4.288 2.212 0.04 -0.04 0.00 0.00
H -5.575 -3.662 0.876 0.01 0.01 0.00 0.00
H -2.916 -4.946 -1.822 -0.03 0.03 -0.03 0.00
H -4.165 -5.320 -3.894 0.00 0.00 0.00 0.00
H -5.727 -3.590 -4.742 0.00 0.00 0.00 0.00
H -5.987 -1.466 -3.487 0.00 0.00 0.00 0.00
H -4.717 -1.087 -1.435 0.00 0.01 -0.01 0.00
H 0.044 -3.559 0.736 0.01 0.07 0.02 0.00
H 1.052 -5.639 1.520 0.01 0.00 -0.01 0.00
H -0.321 -7.695 1.740 0.00 0.01 0.01 0.00
H -2.732 -7.612 1.158 0.00 0.00 0.00 0.00
H -3.753 -5.510 0.447 -0.03 0.02 0.02 0.00
I 2.476 2.353 4.461 0.00 0.01 0.02 0.01
C 1.521 0.674 3.639 0.03 0.04 0.01 0.08
C 1.529 -0.543 4.371 0.03 0.02 -0.04 0.31
C 0.799 -1.583 3.732 -0.08 -0.08 -0.02 0.08
C 0.237 -1.399 2.500 0.14 0.05 -0.03 0.11
N 0.344 -0.246 1.758 -0.12 0.08 0.21 0.25
C 0.948 0.804 2.414 0.05 -0.04 -0.11 0.10
H 1.963 -0.634 5.354 0.01 0.00 0.00 0.03
H 0.643 -2.537 4.227 0.00 0.01 0.01 0.00
H -0.357 -2.175 2.054 -0.03 -0.06 -0.04 0.01
H 0.979 1.743 1.882 -0.02 0.01 0.00 0.00
C -2.096 -0.496 -3.690 0.02 -0.02 -0.05 0.00
C -2.243 0.589 -2.623 -0.10 -0.15 0.09 0.01
C -2.545 1.932 -3.300 0.04 -0.02 -0.01 0.00
O -1.123 0.699 -1.831 0.22 0.20 -0.09 0.04
H -3.010 -0.584 -4.288 0.00 -0.01 -0.01 0.00
H -1.879 -1.458 -3.227 -0.02 0.04 0.01 0.00
H -1.258 -0.247 -4.350 0.00 -0.01 0.02 0.00
H -3.129 0.337 -2.016 -0.05 -0.03 0.07 0.00
H -1.651 2.275 -3.832 -0.01 0.00 0.00 0.00
H -2.821 2.683 -2.559 0.02 0.03 0.07 0.00
H -3.369 1.844 -4.016 0.01 -0.01 0.01 0.00
C 2.560 -4.531 -1.417 0.04 0.00 0.01 0.00
C 2.274 -3.109 -1.871 -0.02 0.02 -0.01 -0.01
C 3.577 -2.454 -2.313 0.03 0.02 0.00 0.00
O 1.771 -2.352 -0.758 -0.07 -0.08 0.06 -0.01
B 0.757 -1.480 -1.192 0.13 0.01 -0.13 -0.06
O 0.465 -1.792 -2.521 0.01 0.14 -0.03 -0.01
C 1.139 -2.977 -2.932 0.06 0.01 -0.01 0.00
C 1.626 -2.773 -4.361 0.00 -0.02 -0.02 0.00
C 0.126 -4.117 -2.905 -0.02 -0.02 0.03 0.00
H 3.309 -4.506 -0.623 -0.01 0.00 0.00 0.00
H 2.956 -5.131 -2.242 -0.01 0.01 -0.01 0.00
H 1.668 -5.016 -1.030 -0.07 -0.02 0.05 0.00
H 4.287 -2.497 -1.487 0.01 0.02 0.02 0.00
H 3.420 -1.403 -2.562 -0.01 0.00 0.01 0.00
H 4.018 -2.963 -3.174 -0.01 -0.01 0.01 0.00
H 2.214 -1.861 -4.447 0.00 -0.01 0.00 0.00
H 0.760 -2.679 -5.020 0.00 0.01 0.01 0.00
H 2.229 -3.620 -4.700 -0.01 -0.01 0.00 0.00
H -0.277 -4.260 -1.903 -0.01 0.01 0.05 0.00
H 0.564 -5.059 -3.246 0.00 0.00 -0.01 0.00
H -0.703 -3.856 -3.565 -0.01 0.00 0.02 0.00
S -3.300 2.036 3.384 0.01 -0.01 -0.16 0.01
C -2.524 1.695 1.979 -0.05 0.10 0.20 0.01
N -1.970 1.456 0.976 0.12 -0.16 -0.01 0.01
```
Forces are in eV/Å.

Results
- Energy above the lowest of the compared OMol25 structures with the same formula, charge and spin: 0.620 eV
- Orbital gap (alpha / beta): 0.113 / 0.231 Ha
- 2S+1: 5
- F_max: 0.309 eV/A
- Total charge: -2
- Energy: -133868.5015 eV